C31H41F4N7O3PReSeTe as an isolated structure, computed with the ωB97M-V functional and the def2-TZVPD basis.

The geometry in XYZ format:
```
90
Properties=species:S:1:pos:R:3:forces:R:3
Re 0.0963 0.0086 -0.1223 0.024 -0.505 -0.120
C 4.3709 1.8257 0.2851 -0.011 0.037 -0.010
C 2.8647 1.5990 0.2753 -0.007 -0.025 0.015
N 2.4069 0.1773 0.2788 0.134 0.115 -0.072
C 2.9423 -0.5346 1.4755 0.013 -0.025 -0.106
C 2.7479 0.1882 2.7966 0.006 -0.030 -0.041
C 2.9165 -0.5151 -0.9225 -0.186 0.196 -0.100
C 2.2073 -0.0531 -2.1890 0.184 0.029 0.130
N 0.7602 0.1893 -1.9583 0.253 -0.244 0.405
C 0.0704 0.5668 -3.1342 -0.226 0.096 -0.014
C -0.9664 1.5134 -3.1200 -0.022 -0.033 0.003
F -1.4516 2.0123 -1.9816 0.284 0.027 -0.004
C -1.5674 1.9710 -4.2767 -0.121 0.100 -0.085
F -2.5156 2.9056 -4.1529 0.044 -0.065 -0.029
C -1.2202 1.4996 -5.5231 0.013 -0.015 0.101
C -0.2498 0.5253 -5.5575 0.029 -0.019 0.058
F 0.1126 -0.0170 -6.7197 0.014 -0.020 -0.032
C 0.3661 0.0634 -4.4052 -0.022 -0.094 -0.263
F 1.2386 -0.9456 -4.5806 -0.011 -0.064 0.049
H 4.5439 2.9029 0.3078 0.007 -0.016 0.010
H 4.8799 1.4459 -0.5997 -0.019 0.000 -0.013
H 4.8537 1.4045 1.1673 0.000 -0.010 -0.022
H 2.4085 2.0791 -0.5899 -0.004 0.023 -0.019
H 2.4257 2.0630 1.1525 -0.025 0.017 -0.037
H 4.0109 -0.7167 1.3210 0.001 -0.029 -0.020
H 2.4668 -1.5144 1.4963 -0.029 -0.027 0.029
H 3.4788 0.9841 2.9330 -0.021 0.028 0.008
H 2.8802 -0.5183 3.6161 -0.007 -0.003 -0.012
H 1.7555 0.6244 2.8731 -0.127 0.030 0.017
H 2.7756 -1.5821 -0.7678 -0.077 -0.041 0.008
H 3.9938 -0.3726 -1.0350 -0.017 0.023 -0.006
H 2.3615 -0.8398 -2.9236 0.004 0.073 0.001
H 2.6687 0.8487 -2.6077 -0.060 0.018 0.105
H -1.7017 1.8529 -6.4229 -0.002 0.009 0.007
N -0.9344 -0.7132 4.0177 0.094 0.050 0.009
C -0.8995 0.1755 3.0217 0.150 -0.086 0.083
N -0.5062 -0.4592 1.9347 0.156 -0.065 -0.162
C -0.3372 -1.7460 2.3340 0.094 -0.064 -0.033
N -0.5756 -1.9444 3.6059 -0.073 -0.022 -0.076
C 0.0883 -2.6927 1.3148 0.097 0.012 0.144
C 0.2582 -4.0564 1.5250 -0.098 0.125 -0.015
N 0.6964 -4.8578 0.5697 -0.020 -0.031 -0.085
C 0.9221 -4.3041 -0.6198 0.025 -0.039 0.067
C 0.7378 -2.9556 -0.8625 -0.079 0.013 0.002
N 0.3494 -2.1306 0.1196 -0.068 0.145 0.058
H -1.2075 -0.5627 4.9758 0.006 0.008 0.015
H -1.1816 1.2141 3.0907 -0.014 0.098 0.015
H 0.0232 -4.4801 2.4939 0.045 -0.012 -0.007
H 1.2608 -4.9542 -1.4168 -0.017 -0.005 0.003
H 0.8697 -2.5273 -1.8472 0.049 0.010 0.054
C -3.6148 -5.7976 2.0810 -0.017 0.005 0.011
C -3.3218 -4.5390 1.3111 0.004 -0.010 0.010
C -2.9112 -4.5840 -0.0154 0.008 0.006 -0.045
C -2.6235 -3.4292 -0.7343 0.055 0.112 -0.034
C -2.2873 -3.5496 -2.2020 -0.006 -0.138 -0.009
C -2.7064 -2.1845 -0.0844 0.144 -0.167 -0.020
Se -2.0944 -0.6321 -1.0506 -0.017 0.437 0.268
C -3.2091 -2.1065 1.2197 0.046 -0.071 0.005
C -3.5168 -0.8035 1.9056 -0.203 -0.045 0.064
C -3.4988 -3.2916 1.8931 0.048 0.053 0.045
H -3.3326 -6.6836 1.5142 -0.002 0.005 0.002
H -4.6786 -5.8707 2.3130 0.001 -0.005 -0.008
H -3.0770 -5.8145 3.0309 -0.003 0.011 -0.021
H -2.8242 -5.5456 -0.5114 -0.014 0.018 -0.001
H -2.7851 -4.4278 -2.6134 0.056 -0.020 -0.014
H -1.2151 -3.6601 -2.3989 -0.144 0.030 0.062
H -2.6252 -2.6787 -2.7565 -0.026 0.007 -0.054
H -3.0206 0.0564 1.4599 -0.124 -0.108 -0.058
H -3.2667 -0.8465 2.9696 -0.114 -0.076 -0.119
H -4.5943 -0.6270 1.8511 0.022 0.076 -0.031
H -3.8756 -3.2311 2.9102 0.010 -0.001 -0.016
C -0.1809 5.4872 -2.3597 0.001 0.021 0.003
C -0.9419 4.9845 -1.1617 -0.039 -0.137 0.046
O -0.1979 3.8605 -0.6084 -0.012 0.282 0.011
P -0.6514 3.1799 0.7489 0.047 -0.421 0.255
O 0.1220 1.7931 0.6190 -0.220 0.460 -0.077
Te -2.8991 3.0256 1.2899 0.209 0.166 -0.090
O 0.1430 3.9651 1.8893 -0.160 -0.246 -0.110
C 1.4214 4.6048 1.6817 -0.072 0.110 0.043
C 2.2430 4.4390 2.9353 0.065 -0.080 0.010
H -0.7236 6.3178 -2.8111 0.005 -0.004 -0.010
H -0.0757 4.6995 -3.1056 -0.003 -0.013 -0.014
H 0.8117 5.8379 -2.0768 0.000 -0.003 0.000
H -1.9352 4.6202 -1.4281 0.018 0.037 -0.001
H -1.0499 5.7512 -0.3919 0.015 0.006 -0.019
H 1.2223 5.6580 1.4781 0.028 -0.008 -0.013
H 1.9141 4.1806 0.8101 0.046 -0.037 -0.075
H 1.7371 4.8857 3.7897 -0.017 -0.019 0.000
H 3.2096 4.9295 2.8148 0.006 0.003 -0.001
H 2.4151 3.3800 3.1485 -0.009 0.071 -0.004
```
Positions in Å, forces in eV/Å.

As for the spin multiplicity: 2. Its charge is +1. Its frontier orbital gap (alpha / beta) is 6.21 / 6.05 eV. The lowest unoccupied orbital energy (alpha / beta) is -0.131 / -0.141 Ha. Its energy above the lowest of the compared OMol25 structures with the same formula, charge and spin is 0.0 kJ/mol. The highest occupied orbital energy (alpha / beta) comes out at -9.7854 / -9.8780 eV. As for the expectation value of S²: 0.76. The total energy comes out at -144311.7417 eV.

---

C31H42BrFeN8O2Si as an isolated structure at a distorted geometry, computed with the ωB97M-V functional and the def2-TZVPD basis.

The geometry in XYZ format:
```
86
Properties=species:S:1:pos:R:3:forces:R:3
Fe 0.6762 -0.0942 -2.3049 -0.229 0.032 -0.967
C 1.2008 3.3558 0.0453 0.078 0.019 0.023
C 1.5232 2.3108 -0.8147 -0.126 0.067 -0.283
N 0.5886 1.7738 -1.5986 0.243 0.509 0.479
C -0.6582 2.2771 -1.5172 -0.055 -0.138 -0.062
C -0.9572 3.2870 -0.6219 -0.076 0.042 -0.037
N -0.0326 3.8217 0.1676 0.009 -0.010 -0.052
C -1.5944 1.6419 -2.4623 0.174 0.014 -0.182
C -2.8992 1.9996 -2.7330 0.075 0.001 0.006
C -3.5596 1.3750 -3.7942 -0.041 -0.011 -0.048
C -2.8422 0.4893 -4.6032 0.026 0.122 -0.077
C -1.5286 0.2131 -4.2837 0.253 0.011 -0.088
N -0.9619 0.7078 -3.1844 -0.622 -0.285 0.528
C -0.5222 -0.4920 -5.1079 -0.121 -0.125 0.172
C -0.6738 -0.8482 -6.4410 -0.087 -0.111 0.038
N 0.3153 -1.3934 -7.1356 -0.002 0.031 0.003
C 1.4678 -1.5810 -6.5073 0.000 -0.079 -0.001
C 1.6418 -1.2250 -5.1746 0.078 0.125 -0.120
N 0.6484 -0.6759 -4.4816 0.465 0.883 -0.454
C -4.9660 1.7042 -4.0985 -0.114 0.023 0.000
C -5.9050 1.8130 -3.0766 0.068 0.013 -0.073
C -7.2141 2.1244 -3.4127 -0.090 0.005 0.056
N -7.6226 2.3407 -4.6592 0.108 -0.031 0.037
C -6.7181 2.2415 -5.6278 -0.053 0.025 -0.107
C -5.3861 1.9213 -5.4072 0.006 -0.054 0.097
H 1.9721 3.8109 0.6553 -0.026 -0.019 0.009
H 2.5170 1.8972 -0.8735 0.048 -0.070 -0.002
H -1.9681 3.6661 -0.5314 0.026 0.013 0.007
H -3.3967 2.7734 -2.1648 0.000 -0.009 -0.010
H -3.3118 0.0412 -5.4682 0.007 0.027 -0.008
H -1.6109 -0.6823 -6.9596 0.024 -0.023 -0.001
H 2.2810 -2.0206 -7.0708 -0.001 0.015 -0.009
H 2.5908 -1.3674 -4.6722 0.020 0.021 0.044
H -5.6393 1.6304 -2.0427 0.003 0.005 -0.012
H -7.9708 2.2001 -2.6392 0.022 0.004 -0.032
H -7.0715 2.4299 -6.6358 0.008 -0.004 0.036
H -4.6968 1.8753 -6.2408 -0.003 0.011 0.011
N 0.8599 -2.1352 -2.4515 0.474 -0.263 0.822
N 2.0682 -2.4411 -1.7624 -0.182 -0.390 -0.161
C 2.7322 -1.4038 -1.1291 -0.014 0.648 0.018
O 3.5549 -1.5439 -0.2571 -0.288 -0.343 -0.483
O 2.3574 -0.2280 -1.6158 -0.005 -0.265 0.109
H 0.0570 -2.5105 -1.9521 0.011 -0.146 0.131
H 0.8874 -2.5391 -3.3812 0.079 -0.033 0.134
H 2.1916 -3.3766 -1.4116 -0.090 -0.092 0.090
C 4.1704 -1.3880 2.9380 -0.027 -0.090 -0.107
C 3.2458 -0.2492 3.3917 -0.071 -0.065 -0.065
C 3.4264 0.9117 2.3865 -0.005 0.006 0.034
C 3.6655 0.1817 4.8179 0.019 0.040 0.009
Si 1.4251 -0.6867 3.5316 0.091 0.019 -0.065
Br -0.5478 -0.6430 -0.3564 -0.118 -0.143 0.342
C 0.1870 0.6173 4.0760 0.178 0.003 0.119
C -0.0529 0.2525 5.5634 0.032 -0.010 0.072
C 0.6717 2.0723 3.9988 -0.023 -0.015 -0.045
C -1.1248 0.5245 3.2858 -0.109 -0.120 0.221
C 0.8830 -2.4748 3.4118 -0.094 0.100 -0.058
C 1.4548 -3.1345 2.1422 0.077 -0.033 -0.048
C -0.6342 -2.6982 3.4181 -0.043 -0.032 -0.001
C 1.4866 -3.1300 4.6784 0.037 -0.037 0.031
H 5.1997 -1.0431 3.0643 0.007 0.009 -0.002
H 4.0332 -1.6242 1.8803 0.020 0.019 0.210
H 4.0660 -2.2981 3.5299 0.015 0.065 -0.005
H 4.4998 1.0632 2.2482 0.001 0.024 0.019
H 3.0028 1.8506 2.7353 -0.054 0.014 0.027
H 3.0178 0.6700 1.3998 0.011 -0.046 0.056
H 4.6906 0.5580 4.7660 -0.009 -0.006 0.013
H 3.6664 -0.6619 5.5128 -0.004 0.004 -0.020
H 3.0508 0.9751 5.2438 0.008 0.002 -0.020
H 0.8480 0.3694 6.1721 -0.024 -0.005 0.000
H -0.4394 -0.7596 5.7066 0.012 0.049 -0.028
H -0.8001 0.9446 5.9617 0.000 -0.026 0.003
H 1.6169 2.2550 4.5053 0.014 -0.024 0.004
H -0.0815 2.6968 4.4860 0.015 0.010 -0.014
H 0.7554 2.4148 2.9654 0.016 -0.019 0.015
H -1.7030 -0.3725 3.5062 0.094 0.112 -0.014
H -0.9199 0.5484 2.2231 -0.159 0.108 -0.333
H -1.7446 1.3869 3.5453 0.014 -0.016 -0.036
H 1.1378 -2.6146 1.2320 0.015 -0.032 0.098
H 1.0619 -4.1535 2.0939 0.009 -0.019 0.012
H 2.5410 -3.1985 2.1417 -0.065 0.034 -0.006
H -1.1146 -2.2959 2.5233 0.049 -0.020 0.042
H -1.1294 -2.2845 4.2976 0.044 -0.030 -0.037
H -0.8120 -3.7768 3.4279 -0.005 0.006 0.008
H 2.5708 -3.0226 4.7537 -0.068 -0.005 -0.016
H 1.2691 -4.2010 4.6367 0.017 0.010 0.012
H 1.0360 -2.7458 5.5967 0.002 -0.003 -0.006
```
Positions in Å, forces in eV/Å.

As for the spin multiplicity: 2. Its charge is +2. Its frontier orbital gap (alpha / beta) is 6.97 / 7.50 eV. The lowest unoccupied orbital energy (alpha / beta) is -0.259 / -0.239 Ha. Its energy above the lowest of the compared OMol25 structures with the same formula, charge and spin is 40.3 kJ/mol. The highest occupied orbital energy (alpha / beta) comes out at -14.0048 / -14.0053 eV. As for the expectation value of S²: 0.85. The total energy comes out at -161139.0248 eV.

---

C31H42BrN3NiP2 as an isolated structure at a distorted geometry, computed with the ωB97M-V functional and the def2-TZVPD basis.

The geometry in XYZ format:
```
80
Properties=species:S:1:pos:R:3:forces:R:3
C -0.5603 4.9638 -5.4642 0.194 0.139 -0.491
C -0.7780 3.7999 -6.2226 -0.196 1.130 -1.278
C -1.0027 3.9144 -7.6077 0.269 0.592 0.403
C -0.9004 5.1873 -8.1838 -0.037 -0.366 0.518
N -0.5922 6.2727 -7.4647 -0.009 -0.069 -0.348
C -0.4293 6.1769 -6.1449 -0.162 -0.468 -0.134
C -0.8630 2.5324 -5.5869 -0.345 0.678 3.422
C -1.0854 2.0766 -4.3660 0.949 3.327 -3.025
C -1.3675 2.1018 -2.9903 -0.287 -0.944 1.767
C -0.2862 1.7971 -2.1106 -0.992 -0.357 -0.330
C -0.5612 1.1026 -0.9421 -0.083 -0.244 0.271
C -1.8845 0.7432 -0.6142 0.426 1.206 -1.372
C -2.9477 1.3301 -1.3180 0.222 -0.001 0.254
C -2.7115 1.9876 -2.5179 0.615 0.040 -0.321
Ni -1.0439 0.7772 -5.5942 -0.480 -2.273 -1.082
P 2.1736 -0.7925 -1.7751 3.215 -1.501 0.322
H -1.2821 3.0482 -8.2007 0.214 0.113 0.032
H -0.4849 4.9490 -4.3845 0.132 -0.180 -0.022
H -1.0671 5.3035 -9.2581 0.083 0.180 0.380
H -0.1801 7.0995 -5.6123 -0.172 -0.311 -0.173
H -3.5718 2.3322 -3.1233 0.742 -0.263 0.304
H 0.7509 1.9779 -2.4056 -0.375 0.033 -0.028
H -3.9589 1.2201 -0.9432 0.022 -0.129 -0.137
H 0.2405 0.8159 -0.2540 -0.326 0.122 -0.177
C 2.1697 -2.3364 -0.7558 -1.448 0.196 0.388
C 3.1518 -3.4462 -1.1144 0.359 -0.118 -0.392
H 1.1326 -2.7115 -0.8200 0.352 -0.073 0.207
H 2.3148 -2.0132 0.2895 -0.130 0.065 -0.388
H 3.1070 -4.2179 -0.3370 -0.088 0.197 -0.116
H 2.9009 -3.9270 -2.0655 0.094 0.124 0.170
H 4.1855 -3.0900 -1.1597 -0.208 -0.110 -0.023
C 3.0316 -1.1957 -3.3625 -1.079 -0.114 -0.624
C 3.2479 0.0519 -4.2234 0.114 0.151 -0.164
H 2.4069 -1.9235 -3.9046 0.272 0.169 0.236
H 3.9872 -1.6960 -3.1481 -0.416 0.074 0.274
H 3.3065 -0.2365 -5.2786 0.064 0.120 0.216
H 2.4234 0.7686 -4.1176 0.131 -0.066 -0.100
H 4.1820 0.5642 -3.9639 -0.254 -0.061 -0.043
C 3.4839 0.2204 -0.9589 -1.058 1.218 0.095
C 4.8744 -0.4033 -0.8915 0.378 -0.495 -0.046
H 3.1116 0.4580 0.0480 0.134 0.090 -0.296
H 3.5199 1.1679 -1.5172 0.027 -0.133 0.218
H 5.5856 0.3606 -0.5516 -0.271 -0.108 -0.050
H 4.9225 -1.2332 -0.1754 -0.042 0.211 -0.199
H 5.2298 -0.7617 -1.8663 -0.052 0.150 0.317
Br -2.2168 -0.6037 0.5854 -0.256 -0.648 0.736
P -1.9891 -2.2320 -4.4769 -0.677 -1.978 -0.128
C -0.3663 -2.3371 -3.5907 -0.147 1.031 0.160
C 0.1104 -3.7881 -3.6651 -0.050 -0.247 -0.022
H -0.5042 -1.9909 -2.5534 0.184 -0.032 -0.086
H 0.3391 -1.6533 -4.0800 0.017 -0.067 -0.041
H 1.1935 -3.8828 -3.5358 -0.155 0.055 0.049
H -0.3754 -4.4039 -2.9001 0.104 0.123 -0.117
H -0.1420 -4.2323 -4.6345 0.109 0.094 0.125
C -3.0718 -2.7235 -3.0527 -0.018 -0.180 0.050
C -4.4104 -3.3004 -3.5158 -0.078 -0.074 0.173
H -3.2230 -1.8491 -2.3991 0.073 -0.147 -0.094
H -2.5353 -3.4707 -2.4484 -0.082 0.172 -0.222
H -5.0390 -3.5371 -2.6480 0.086 0.067 -0.247
H -4.9576 -2.5872 -4.1423 0.004 -0.118 0.050
H -4.2625 -4.2235 -4.0896 -0.041 0.258 0.090
C -2.6241 -0.5196 -4.7395 0.705 -0.899 0.800
C -3.0401 -0.3248 -6.2001 -0.353 0.349 0.229
H -1.7870 0.0586 -4.2532 -0.652 -0.009 0.237
H -3.4613 -0.3765 -4.0568 0.062 0.365 -0.079
H -3.7250 0.5111 -6.3407 0.035 0.033 0.081
H -2.2006 -0.1529 -6.9114 -0.108 -0.390 -0.326
H -3.5624 -1.2480 -6.4822 0.407 0.244 -0.390
N 0.4246 0.4256 7.1798 0.056 0.159 -2.752
C 0.4454 0.4978 6.0112 -0.053 -0.276 2.725
C 0.4656 0.6066 4.5778 -0.255 -0.009 -0.227
C -0.6032 1.2090 3.9084 0.024 0.276 -0.200
C -0.4792 1.4161 2.5362 -0.229 -0.207 0.715
N 0.5461 0.9556 1.8342 0.334 0.064 -0.558
C 1.5172 0.2960 2.4467 -0.227 0.077 1.054
C 1.5366 0.1199 3.8350 0.365 -0.090 -0.587
H -1.5038 1.5281 4.4327 0.378 0.021 -0.039
H -1.2623 1.9485 1.9978 0.181 -0.080 0.044
H 2.3232 -0.0877 1.8216 -0.088 0.030 0.265
H 2.3777 -0.3837 4.2984 -0.156 0.091 0.097
```
Positions in Å, forces in eV/Å.

As for the spin multiplicity: 3. Its charge is +2. Its frontier orbital gap (alpha / beta) is 7.30 / 4.55 eV. The lowest unoccupied orbital energy (alpha / beta) is -0.244 / -0.344 Ha. Its energy above the lowest of the compared OMol25 structures with the same formula, charge and spin is 195.6 kJ/mol. The highest occupied orbital energy (alpha / beta) comes out at -13.9332 / -13.9161 eV. As for the expectation value of S²: 2.01. The total energy comes out at -166940.3868 eV.